[1]
Here is a structure of composition C58H39CuFN5O3 at a distorted geometry from OMol25. Energies are from the ωB97M-V functional and the def2-TZVPD basis.

Geometry as XYZ:
```
107
Properties=species:S:1:pos:R:3:forces:R:3:mulliken_spin:R:1
Cu 0.527754 -0.491346 -1.426730 0.0606 0.2253 0.0704 0.678
C 5.242997 5.556074 -2.734402 0.6591 0.7010 -0.0438 0.000
C 5.004841 4.627321 -3.732456 -0.0872 -0.1206 0.3325 -0.001
C 4.168396 3.554099 -3.433856 -0.2780 -0.2919 -0.6128 0.002
C 3.545297 3.384327 -2.190960 0.6264 -0.0023 -0.1451 0.007
C 3.808176 4.347621 -1.212878 0.2694 0.1015 -0.3104 0.004
C 4.660468 5.414922 -1.482317 -0.2971 -0.2716 -0.4049 0.000
C 2.684067 2.183632 -1.957644 -0.3942 0.0315 -0.1767 -0.012
C 3.267152 0.919208 -1.827204 -0.1949 0.6099 -0.3663 0.006
C 4.713963 0.669585 -1.907007 -0.0051 0.0803 -0.0140 0.008
C 4.889952 -0.650546 -1.730527 0.4107 0.4395 0.2086 0.003
C 3.578986 -1.213225 -1.523837 -0.7757 -1.7110 0.1705 0.007
N 2.617215 -0.238768 -1.645632 -0.9720 0.1904 0.1721 0.089
C 3.328487 -2.538292 -1.252947 0.4358 1.2794 0.0559 0.005
C 2.025020 -3.129898 -1.087295 0.4190 -0.5163 0.0721 -0.005
C 1.867546 -4.488753 -0.732760 -0.4752 -0.2981 0.1390 -0.006
C 0.506224 -4.731665 -0.722252 0.1076 0.4188 -0.0974 0.010
C -0.130938 -3.499147 -1.057249 0.3787 -0.7275 -0.0368 0.003
C -1.542135 -3.359703 -1.161874 0.4781 0.3478 0.3064 0.007
C -2.265528 -4.651324 -1.009523 -0.3666 -0.5606 -0.0195 0.001
C -2.293465 -5.575947 -2.049163 -0.0547 -0.0802 -0.5333 0.004
C -2.925006 -6.809007 -1.913961 0.0026 0.2630 0.4726 -0.002
C -3.538993 -7.134680 -0.704838 -0.0196 -0.4967 -0.0991 0.000
C -3.481407 -6.255974 0.362312 0.1831 0.6254 -0.6151 -0.001
C -2.863057 -5.016277 0.192388 -0.0738 0.1844 0.3492 0.008
C -2.273858 -2.204062 -1.257290 -0.2968 0.2053 -0.1258 -0.018
N -1.783860 -0.882941 -1.276234 -0.4726 0.1597 0.2419 0.033
C -2.862032 -0.108239 -1.087442 0.0687 -0.3328 -0.2618 -0.012
C -2.868570 1.383901 -1.189376 0.9176 0.2011 0.9258 -0.024
C -4.191589 2.062683 -1.271364 -0.3055 0.0206 -0.0590 0.021
C -4.898942 2.525127 -0.169715 -0.2243 0.9666 -0.1784 0.009
C -5.997330 3.401225 -0.386304 0.0657 -0.7653 1.4065 -0.002
C -6.404391 3.810477 -1.629073 0.4069 -0.5608 -0.6132 0.000
C -5.703654 3.289413 -2.725625 -0.5012 -0.0463 0.1856 -0.002
C -4.672808 2.392551 -2.546596 0.4620 0.1935 -0.5038 0.009
C -0.955349 2.262015 -1.713326 -0.1755 -0.2336 0.4316 -0.007
C -0.606779 3.656404 -2.145792 -0.1029 -0.4198 0.0665 -0.001
C 0.709907 3.743822 -2.215568 0.4407 0.6574 -0.1701 0.013
C 1.279259 2.393264 -2.007718 -0.0768 -0.1531 0.3661 0.003
N 0.301932 1.511075 -1.860596 -0.0096 -0.7499 0.4817 0.094
C -4.073237 -0.887833 -1.007690 -0.2399 -0.4100 0.0069 0.002
C -3.718932 -2.191567 -1.170340 0.6671 0.3312 0.2111 0.001
N 0.829737 -2.544747 -1.265867 -0.4675 1.3332 -0.2623 0.076
C 4.519303 -3.403376 -1.036246 0.8698 -0.9786 -0.1307 0.003
C 4.906104 -4.369845 -1.988336 -0.3031 0.2125 0.0334 -0.002
C 6.007857 -5.193074 -1.822839 0.3864 -0.0265 0.1387 0.000
C 6.778087 -5.098815 -0.664127 -0.2565 -0.2329 -0.2700 0.002
C 6.413169 -4.174549 0.291690 0.0831 0.2554 0.4262 -0.001
C 5.324077 -3.319900 0.106551 -0.2982 -0.2002 -0.1268 0.001
H 5.917651 6.405736 -2.937034 -0.4283 -0.4551 0.1704 0.000
H 5.488316 4.761339 -4.701066 -0.2808 -0.2417 0.1709 0.000
H 3.927437 2.817950 -4.205229 0.1869 0.1649 0.1804 0.000
H 3.361048 4.284360 -0.237257 -0.2049 -0.1986 0.2304 0.000
H 4.845873 6.154481 -0.729453 0.0846 0.2391 0.3381 0.000
H 5.437627 1.447327 -2.101382 0.0649 -0.1343 0.0885 0.000
H 5.801949 -1.227084 -1.680161 -0.0029 0.1582 -0.1396 -0.001
H 2.655739 -5.184650 -0.481299 -0.0634 0.1027 -0.1037 0.000
H 0.003034 -5.656326 -0.488629 0.0611 0.0194 -0.0005 0.001
H -1.839081 -5.308933 -3.002326 0.0299 -0.0696 0.2084 0.000
H -2.913538 -7.520404 -2.726577 -0.0905 0.0255 -0.1181 0.000
H -4.063361 -8.085919 -0.580021 0.2449 0.2318 -0.1227 0.000
H -3.945813 -6.503872 1.295894 -0.1294 -0.0678 0.3447 0.000
H -2.846415 -4.297856 1.007214 0.0353 -0.1088 -0.0110 0.000
H -4.532794 2.356258 0.854172 -0.2816 -0.1064 -0.5705 0.000
H -6.585616 3.711848 0.479515 0.2890 0.0928 -0.0866 0.000
H -7.270348 4.449038 -1.766161 0.1645 0.0579 0.0538 0.000
H -6.000625 3.559542 -3.724736 -0.0651 0.0497 -0.2569 0.000
H -4.147541 2.007300 -3.432147 -0.2051 0.2088 0.5383 0.001
H -1.354922 4.413621 -2.270203 -0.0727 0.1702 0.1009 0.000
H 1.304197 4.649294 -2.364836 -0.2455 -0.4640 -0.0829 0.000
H -5.082962 -0.511011 -0.893956 0.2433 0.1326 -0.0272 0.000
H -4.315191 -3.087209 -1.210783 -0.2196 0.0999 0.0775 0.000
H 4.309253 -4.477026 -2.880008 -0.1418 0.0470 -0.1709 0.000
H 6.310585 -5.911926 -2.585441 -0.3069 0.1966 0.0807 0.000
H 7.613470 -5.777639 -0.502589 -0.0993 0.2090 -0.0279 0.000
H 6.981569 -4.130452 1.218638 -0.1068 0.1434 -0.1211 0.000
H 5.061768 -2.619574 0.887391 -0.0224 0.1068 0.0155 0.000
C -2.959523 4.167992 3.900719 -0.0839 -0.7669 -1.2577 0.000
C -2.525996 2.792770 4.419650 -0.4105 0.3932 0.0306 0.000
C -1.732359 2.976586 5.704554 0.4788 -0.0947 -0.2084 0.000
C -1.348250 1.622503 6.273934 -0.2484 -0.2311 0.4062 -0.001
C -0.667004 0.764480 5.250355 -0.3084 0.0304 -0.4447 -0.002
C 0.239464 -0.199931 5.608552 -0.1901 -0.0482 0.1673 0.002
C 0.864432 -0.955506 4.627395 0.0232 -0.2979 -0.1903 0.000
F 1.770604 -1.863251 5.075019 -0.0188 -0.0732 -0.2611 0.000
C 0.607548 -0.814612 3.285094 0.0304 0.4362 0.7799 0.000
C -0.297288 0.189148 2.896728 0.0723 0.2772 0.1896 -0.001
C -0.436346 0.484928 1.444417 -0.1345 -0.5743 -0.0842 -0.010
O 0.201289 -0.281009 0.706724 0.0977 0.3333 -0.3571 0.005
C -1.287226 1.593036 1.095589 0.5000 -0.1516 -0.4266 0.011
C -1.873813 2.250406 2.129649 -0.0133 -0.1146 0.0530 -0.001
N -1.761474 1.986043 3.448017 -0.2110 0.4414 0.1777 0.002
C -0.938703 0.954285 3.875379 0.2356 0.2419 0.0031 -0.002
C -1.685056 2.348994 -0.248676 -0.0453 -0.5739 -0.2742 -0.012
O -1.982871 3.575543 0.031121 -0.6990 -0.3158 -0.3759 0.001
O -2.106536 1.705788 -2.332446 1.4038 0.2313 -0.8651 -0.001
H -3.406269 4.698345 4.717942 -0.2507 0.3848 0.3863 0.000
H -3.677456 4.115478 3.059333 0.1645 -0.0868 0.5909 0.000
H -2.123286 4.718985 3.490982 0.3691 0.2278 0.1436 0.000
H -3.444138 2.248950 4.647854 -0.1023 -0.2388 0.1376 0.000
H -2.310185 3.542227 6.434029 -0.1388 0.0186 -0.0646 0.000
H -0.850934 3.581175 5.453141 0.0237 -0.1444 0.1301 0.000
H -2.280290 1.133965 6.617008 0.3194 0.0536 -0.0950 0.000
H -0.695742 1.692711 7.151061 -0.1375 0.1678 -0.0777 0.000
H 0.444306 -0.399870 6.658032 0.1204 0.0821 -0.1831 0.000
H 1.137274 -1.373782 2.538564 0.0647 -0.2000 -0.2194 0.000
H -2.449646 3.100119 1.780547 -0.0234 0.1343 0.3357 -0.003
```
Forces are in eV/Å.

Charge ... -1
Lowest unoccupied orbital energy (spin up / spin down) ... 1.5 / 1.5 eV
HOMO level (spin up / spin down) ... -3.6 / -3.6 eV
<S²> ... 0.753
Spin multiplicity ... 2

[2]
Here is a structure of composition C23H21AsCrF5N3O2 from OMol25. Energies are from the ωB97M-V functional and the def2-TZVPD basis.

Geometry as XYZ:
```
56
Properties=species:S:1:pos:R:3:forces:R:3:mulliken_spin:R:1
Cr 0.840470 -0.433508 0.089112 -0.5730 -0.4918 -0.2025 3.213
C 1.863689 3.502145 -1.023257 0.0215 0.0136 0.0056 -0.012
C 1.811428 2.052963 -0.702271 0.1833 -0.0191 -0.0454 0.030
N 0.728043 1.395409 -0.499431 -0.1939 0.2982 -0.0431 -0.161
N -0.521565 1.960896 -0.581611 0.1832 -0.1908 0.1176 0.001
C -1.411968 1.040179 -0.282179 -0.1355 -0.0010 -0.2098 -0.008
O -1.110263 -0.189144 0.021410 0.2281 0.1075 0.0528 -0.009
C -2.844639 1.395369 -0.349801 0.0272 -0.0027 0.0614 -0.013
C -3.249359 2.646156 -0.812927 0.0058 0.0066 -0.0073 -0.004
C -4.597117 2.954219 -0.875819 0.0010 0.0019 -0.0063 0.001
C -5.545809 2.021532 -0.475603 -0.0041 -0.0032 0.0033 -0.002
C -5.147033 0.776979 -0.008266 0.0267 0.0034 -0.0132 0.001
C -3.798333 0.463571 0.053785 -0.0341 0.0190 0.0222 0.001
C 3.033183 1.219612 -0.566290 -0.1562 0.0337 -0.0177 0.070
C 4.308961 1.696747 -0.787230 0.0596 0.0495 0.0012 0.000
C 5.381881 0.823169 -0.664914 0.0260 0.0333 -0.0095 0.010
C 5.151018 -0.499185 -0.332337 -0.0010 -0.0242 0.0086 0.010
C 3.845692 -0.910316 -0.119071 -0.0171 0.0768 0.0263 0.022
N 2.818627 -0.072175 -0.226287 0.2436 0.1235 -0.0740 -0.042
H 0.856785 3.895315 -1.116052 -0.0075 0.0003 0.0039 0.000
H 2.410111 3.677130 -1.951485 -0.0008 -0.0153 0.0019 0.004
H 2.381374 4.035014 -0.222096 -0.0045 -0.0004 -0.0064 0.004
H -2.502073 3.364881 -1.118470 -0.0085 -0.0016 0.0007 -0.001
H -4.911207 3.924620 -1.236008 0.0021 -0.0016 0.0021 0.000
H -6.598319 2.268177 -0.523254 0.0035 -0.0003 -0.0002 0.000
H -5.886314 0.055902 0.314037 0.0042 0.0001 0.0002 0.000
H -3.474946 -0.495352 0.435372 -0.0043 -0.0049 -0.0020 0.003
H 4.460371 2.733727 -1.050665 0.0173 -0.0133 0.0005 0.001
H 6.390421 1.176879 -0.832086 -0.0079 0.0007 0.0001 0.001
H 5.961346 -1.206430 -0.233784 -0.0020 0.0011 0.0005 0.000
H 3.606507 -1.930652 0.151544 -0.0020 -0.0073 -0.0097 -0.001
F 0.981894 -2.245589 1.842959 -0.0106 0.0276 -0.0266 -0.001
C 0.961791 -1.144949 2.688133 -0.0120 -0.1192 0.0051 -0.169
C 0.949092 0.067866 2.051911 0.0753 0.0166 0.0840 -0.011
C 0.926934 1.172876 2.871205 0.0301 0.0496 0.0947 0.071
F 0.933369 2.417769 2.361629 -0.0054 -0.0238 -0.0716 0.000
C 0.907056 1.055083 4.253193 0.0051 -0.0084 -0.0122 -0.014
F 0.885430 2.133359 5.029424 0.0033 0.0286 0.0158 -0.001
C 0.913792 -0.202191 4.840674 -0.0011 -0.0018 0.0155 0.026
F 0.897194 -0.314494 6.161824 -0.0013 -0.0028 0.0383 0.002
C 0.942166 -1.341471 4.050070 0.0072 0.0265 0.0106 -0.032
F 0.949392 -2.552529 4.599413 0.0000 -0.0181 -0.0027 -0.001
C -1.916948 -1.743345 -2.713633 0.0115 0.0886 -0.0527 0.001
As -0.644455 -2.706348 -1.674416 0.2036 0.1157 0.0302 0.003
C -1.460987 -3.347480 -0.074586 -0.0218 -0.0442 0.0524 0.006
C -0.073824 -4.209315 -2.694778 0.0820 -0.0475 -0.0131 0.000
O 0.750931 -1.796901 -1.338518 -0.1841 -0.0786 0.2034 0.004
H -2.641800 -2.453517 -3.109792 -0.0259 0.0275 -0.0096 0.000
H -1.391482 -1.257122 -3.533665 -0.0253 0.0120 -0.0133 0.000
H -2.410832 -1.002304 -2.090361 -0.0154 0.0075 -0.0023 0.000
H -2.309674 -3.977123 -0.339877 0.0005 -0.0082 0.0113 0.000
H -1.793492 -2.500820 0.521343 0.0157 0.0097 -0.0138 -0.001
H -0.725118 -3.930745 0.475586 -0.0202 -0.0099 0.0316 0.002
H -0.931788 -4.821028 -2.968406 -0.0024 -0.0040 0.0003 0.000
H 0.620742 -4.791697 -2.092900 0.0085 -0.0212 -0.0262 0.000
H 0.429666 -3.851801 -3.590505 0.0021 -0.0140 -0.0109 0.000
```
Forces are in eV/Å.

Charge ... +1
Lowest unoccupied orbital energy (spin up / spin down) ... -3.6 / -3.8 eV
HOMO level (spin up / spin down) ... -11.3 / -11.4 eV
<S²> ... 3.792
Spin multiplicity ... 4

| no. | M (g/mol) |
| --- | --- |
| 1 | 936.5 |
| 2 | 593.3 |